Entry 1:
C3H5NO3 | ωB97M-V/def2-TZVPD

The spin multiplicity is 1.

Cartesian coordinates (Å):
C: 0.939 -0.210 1.491
C: -0.860 -0.083 -0.175
C: -1.474 0.340 -1.450
H: 0.043 -0.922 2.179
H: 1.996 -0.914 1.186
H: 1.305 1.019 1.819
H: 1.065 0.123 -1.825
H: -2.701 0.186 -1.204
N: 0.446 -0.026 0.108
O: 1.646 -0.119 -0.697
O: -1.585 -0.114 0.849
O: -0.820 0.720 -2.281

Cartesian forces, eV/Å:
C 1.339 -0.690 0.110
C -0.032 0.438 4.272
C -6.143 -3.834 6.706
H 3.159 2.839 -2.046
H -3.086 2.174 1.732
H -1.278 -4.183 -0.237
H 2.777 -0.849 4.664
H 2.514 0.840 -1.526
N 2.307 -0.731 0.872
O -4.838 1.301 -5.669
O -0.455 -0.314 -1.820
O 3.736 3.009 -7.058

---

Entry 2:
C2H6N2O | ωB97M-V/def2-TZVPD

Its SMILES is N/N=C\CO. The spin multiplicity is 1.

Cartesian coordinates (Å):
C: 0.556 -0.686 0.120
C: -0.867 -0.410 -0.458
H: 1.234 1.670 1.960
H: -0.154 1.425 1.107
H: 1.029 -1.618 -0.307
H: -1.815 -0.569 0.234
H: -0.743 0.733 -0.526
H: -0.344 -0.871 -2.303
N: 0.872 1.361 1.046
N: 1.296 0.128 0.762
O: -1.064 -1.163 -1.636

Cartesian forces, eV/Å:
C -0.539 -1.092 -0.829
C 0.196 1.428 1.960
H 0.082 -0.200 -0.877
H 0.494 0.221 0.036
H -0.427 0.885 0.945
H 2.190 -0.017 -1.227
H -1.046 -1.290 -1.046
H -1.785 -0.767 1.589
N -1.632 1.414 1.577
N 0.817 -1.934 -0.742
O 1.651 1.352 -1.386

---

Entry 3:
C6H12O | ωB97M-V/def2-TZVPD

Its SMILES is CC[C@H]1CCCO1. The spin multiplicity is 1.

Cartesian coordinates (Å):
C: -1.434 -0.281 2.043
C: -0.716 -1.191 1.051
C: 0.262 -0.342 0.278
C: 0.937 -0.849 -0.980
C: 1.128 0.438 -1.796
C: -0.059 1.325 -1.374
O: -0.716 0.590 -0.358
H: -0.732 0.089 2.799
H: -1.842 0.577 1.506
H: -2.248 -0.818 2.530
H: -0.279 -2.048 1.571
H: -1.424 -1.543 0.298
H: 1.070 0.012 0.997
H: 1.887 -1.371 -0.851
H: 0.208 -1.503 -1.465
H: 1.161 0.222 -2.865
H: 2.045 0.961 -1.512
H: 0.281 2.241 -0.905
H: -0.713 1.602 -2.210

Cartesian forces, eV/Å:
C -0.110 -0.099 0.149
C -0.091 -0.131 -0.025
C -0.396 0.163 -0.399
C -0.025 -0.111 -0.103
C 0.084 0.156 -0.113
C 0.482 -0.241 0.174
O 0.978 0.135 0.588
H -0.164 -0.086 -0.010
H -0.042 -0.158 0.248
H 0.037 0.071 0.154
H 0.201 0.044 -0.165
H -0.088 -0.285 0.177
H -1.124 0.773 -0.788
H -0.154 -0.076 0.193
H 0.209 -0.094 -0.197
H 0.024 0.137 0.041
H 0.113 -0.290 -0.126
H 0.294 0.475 -0.177
H -0.227 -0.385 0.377

---

Entry 4:
H5N2O3P | ωB97M-V/def2-TZVPD

Its SMILES is [NH3+][O-].NOP=O. The spin multiplicity is 1.

Cartesian coordinates (Å):
N: -1.296 1.734 -0.277
N: 0.598 -0.914 0.029
O: -3.403 -1.357 -0.094
O: -1.869 0.458 -0.263
O: 1.099 0.254 0.591
P: -3.460 0.098 -0.019
H: -0.356 1.578 0.200
H: -1.926 2.442 0.043
H: 1.054 -0.909 -0.854
H: 0.845 -1.640 0.710
H: -0.361 -1.008 0.085

Cartesian forces, eV/Å:
N 2.162 0.130 -0.631
N 2.727 0.190 2.638
O -0.672 -0.711 0.062
O -1.498 -0.525 0.395
O -0.548 1.074 0.409
P 1.696 0.407 -0.234
H -1.365 0.415 -0.265
H -0.158 0.172 0.725
H -0.193 -1.196 -1.136
H 0.926 -0.531 -0.873
H -3.076 0.575 -1.089

---

Entry 5:
C23H27N3O6S | ωB97M-V/def2-TZVPD

Its SMILES is COc1ccccc1CNC(=O)CN1C(=O)COc2ccc(S(=O)(=O)N3CCCCC3)cc21. The spin multiplicity is 1.

Cartesian coordinates (Å):
C: -1.187 -0.312 -2.186
H: -1.573 0.689 -2.406
O: -1.789 -0.863 -1.040
C: -3.115 -1.180 -1.096
C: -3.971 -0.798 -2.121
C: -5.307 -1.159 -2.084
C: -5.804 -1.903 -1.032
C: -4.953 -2.286 -0.008
C: -3.613 -1.943 -0.027
C: -2.689 -2.340 1.091
N: -2.256 -1.166 1.820
C: -0.966 -0.854 2.006
O: -0.028 -1.583 1.765
C: -0.798 0.568 2.566
N: -1.075 1.542 1.523
C: -2.332 2.045 1.441
O: -3.246 1.647 2.139
C: -2.504 3.206 0.477
H: -3.553 3.271 0.178
O: -1.747 3.113 -0.708
C: -0.494 2.595 -0.578
C: 0.399 2.812 -1.620
C: 1.661 2.245 -1.586
C: 2.017 1.469 -0.501
C: 1.147 1.253 0.549
C: -0.125 1.810 0.525
H: 1.475 0.604 1.340
S: 3.641 0.703 -0.425
O: 4.072 0.471 -1.778
O: 4.484 1.504 0.416
N: 3.263 -0.688 0.400
C: 4.247 -1.208 1.323
C: 5.283 -2.078 0.613
C: 4.574 -3.196 -0.149
C: 3.579 -2.590 -1.136
C: 2.589 -1.692 -0.395
H: 1.953 -1.159 -1.105
H: 1.949 -2.271 0.278
H: 4.113 -1.981 -1.868
H: 3.035 -3.375 -1.664
H: 5.303 -3.810 -0.682
H: 4.042 -3.836 0.558
H: 5.840 -1.453 -0.088
H: 5.980 -2.490 1.343
H: 4.718 -0.345 1.795
H: 3.712 -1.791 2.080
H: 2.364 2.381 -2.391
H: 0.074 3.414 -2.453
H: -2.239 4.127 1.023
H: 0.212 0.713 2.949
H: -1.522 0.740 3.367
H: -2.963 -0.471 2.026
H: -1.784 -2.815 0.701
H: -3.198 -3.032 1.771
H: -5.333 -2.870 0.817
H: -6.846 -2.182 -1.004
H: -5.959 -0.851 -2.888
H: -3.607 -0.214 -2.952
H: -1.330 -0.957 -3.058
H: -0.125 -0.239 -1.959

Cartesian forces, eV/Å:
C 0.153 0.129 -0.269
H -0.007 -0.050 -0.001
O -0.344 -0.232 0.316
C -0.127 -0.066 0.024
C 0.342 0.129 -0.049
C -0.123 -0.088 0.090
C -0.157 0.034 -0.110
C 0.156 0.041 -0.069
C 0.165 0.019 0.035
C 0.133 -0.119 -0.090
N -0.498 -0.127 0.043
C -0.078 0.509 0.466
O 0.424 -0.210 -0.108
C 0.032 -0.269 0.049
N -0.005 -0.040 0.215
C -0.129 0.148 -0.212
O -0.160 0.156 0.048
C -0.389 0.267 0.300
H 0.195 -0.078 0.137
O 0.210 -0.282 -0.179
C 0.351 -0.016 -0.019
C -0.097 -0.027 0.279
C 0.063 -0.028 -0.096
C 0.409 -0.362 0.022
C -0.213 0.126 0.061
C 0.171 0.260 -0.474
H -0.118 -0.125 0.140
S -0.452 0.206 0.221
O -0.230 -0.104 0.018
O 0.018 -0.110 0.230
N 0.174 0.994 -0.446
C 0.690 0.134 0.298
C -0.238 -0.142 0.151
C 0.134 0.159 -0.188
C -0.073 -0.053 0.162
C -0.255 -0.359 -0.548
H -0.172 -0.200 0.014
H -0.025 0.089 -0.056
H -0.019 -0.079 -0.065
H -0.029 0.015 -0.047
H -0.035 -0.069 0.047
H 0.013 -0.099 0.038
H 0.105 0.008 0.010
H 0.052 0.048 0.005
H -0.006 -0.187 0.173
H -0.009 0.068 -0.025
H 0.034 0.045 -0.169
H -0.034 0.082 -0.101
H -0.045 -0.154 -0.072
H -0.101 -0.081 -0.041
H 0.166 -0.010 -0.110
H 0.175 0.079 0.037
H -0.138 -0.022 0.102
H 0.080 -0.008 -0.143
H -0.015 -0.066 0.111
H -0.100 -0.023 -0.001
H -0.054 0.025 -0.069
H 0.071 0.051 -0.069
H -0.005 0.023 0.022
H -0.040 0.039 -0.037

---

Entry 6:
CH11NO3 | ωB97M-V/def2-TZVPD

Its SMILES is CN.O.O.O. The spin multiplicity is 1.

Cartesian coordinates (Å):
C: 0.425 -0.747 -2.013
N: 1.042 0.222 -1.084
H: -0.475 -0.392 -2.525
H: 1.183 -1.124 -2.688
H: 0.007 -1.548 -1.397
H: 0.274 0.614 -0.550
H: 1.393 1.008 -1.620
H: -0.113 0.173 2.541
H: -0.941 1.541 2.403
O: -0.942 0.617 2.719
H: -3.075 0.269 -0.699
H: -2.142 0.515 0.413
O: -2.447 0.925 -0.418
H: 1.747 -0.614 0.860
H: 2.410 -0.932 2.236
O: 1.654 -0.526 1.821

Cartesian forces, eV/Å:
C -0.501 -0.073 0.871
N -0.454 -0.054 -0.240
H 0.370 0.381 -0.406
H -0.113 -0.174 -0.195
H 0.453 -0.307 -0.107
H 0.031 0.125 0.180
H 0.174 -0.007 0.031
H 0.736 0.236 -0.332
H 0.532 -0.845 0.228
O -1.210 0.603 -0.100
H -0.601 -0.284 -0.554
H 0.080 0.484 -0.097
O 0.629 -0.250 0.832
H 0.087 0.186 -0.088
H 0.296 -0.183 0.035
O -0.509 0.162 -0.057

---

Asked for DFT total energy across the records above, the calculation gives -10817.6499; -7196.7010; -8463.3959; -18488.6942; -51880.4201; -8848.0812 eV in order.
Asked for HOMO-LUMO gap across the records above, the calculation gives 9.0; 10.1; 10.9; 8.6; 9.3; 10.7 eV in order.